{
  "formula": "C23H30N2O2",
  "method": "the ωB97M-V functional and the def2-TZVPD basis",
  "species": ["C", "C", "C", "C", "C", "C", "C", "C", "C", "C", "O", "C", "C", "O", "C", "N", "C", "C", "N", "C", "C", "C", "C", "C", "C", "C", "C", "H", "H", "H", "H", "H", "H", "H", "H", "H", "H", "H", "H", "H", "H", "H", "H", "H", "H", "H", "H", "H", "H", "H", "H", "H", "H", "H", "H", "H", "H"],
  "coordinates": [[-1.743, -2.518, 1.653], [-3.020, -2.320, 1.382], [-3.609, -2.328, 0.003], [-4.440, -1.095, -0.230], [-5.814, -1.159, -0.358], [-6.589, -0.021, -0.555], [-8.077, -0.136, -0.694], [-5.947, 1.203, -0.621], [-4.570, 1.297, -0.494], [-3.809, 0.156, -0.294], [-2.449, 0.144, -0.157], [-1.759, 1.370, -0.069], [-0.310, 1.026, 0.302], [-0.278, 0.340, 1.529], [0.536, 2.309, 0.431], [1.966, 2.157, 0.326], [2.452, 1.797, -0.992], [3.977, 1.962, -0.995], [4.608, 1.131, 0.005], [4.969, -0.178, -0.281], [5.720, -0.911, 0.648], [6.149, -2.192, 0.372], [5.860, -2.789, -0.844], [5.137, -2.074, -1.780], [4.695, -0.792, -1.508], [4.079, 1.466, 1.312], [2.556, 1.296, 1.335], [-1.364, -2.516, 2.661], [-1.025, -2.717, 0.873], [-3.728, -2.132, 2.180], [-4.242, -3.213, -0.109], [-2.805, -2.378, -0.734], [-6.301, -2.124, -0.305], [-8.331, -0.698, -1.593], [-8.539, 0.846, -0.760], [-8.501, -0.664, 0.159], [-6.522, 2.105, -0.775], [-4.103, 2.268, -0.555], [-2.193, 2.001, 0.718], [-1.791, 1.907, -1.026], [0.096, 0.385, -0.498], [-0.924, -0.381, 1.484], [0.321, 2.742, 1.412], [0.224, 3.018, -0.341], [2.004, 2.469, -1.728], [2.200, 0.758, -1.264], [4.395, 1.751, -1.979], [4.207, 3.002, -0.740], [5.990, -0.465, 1.593], [6.726, -2.728, 1.113], [6.197, -3.792, -1.058], [4.901, -2.519, -2.737], [4.122, -0.280, -2.265], [4.524, 0.839, 2.081], [4.327, 2.512, 1.520], [2.159, 1.584, 2.309], [2.311, 0.235, 1.166]],
  "atomic_forces_ev_per_a": [[0.10, -0.17, 0.16], [-0.05, -0.09, -0.07], [0.02, 0.10, 0.02], [0.16, -0.01, -0.07], [0.13, 0.19, -0.02], [-0.04, 0.14, 0.00], [0.03, -0.04, -0.02], [-0.10, -0.19, 0.01], [0.37, 0.06, 0.04], [-0.18, -0.05, 0.00], [-0.23, -0.14, -0.10], [0.52, 0.22, 0.06], [-0.27, 0.41, -0.43], [-0.06, -0.16, 0.29], [-0.32, -0.41, -0.01], [0.09, 0.01, -0.04], [0.24, 0.15, -0.04], [-0.22, -0.06, -0.29], [0.09, 0.32, -0.02], [0.23, -0.29, -0.12], [-0.06, 0.03, 0.12], [-0.03, -0.04, 0.02], [0.02, -0.14, -0.10], [0.08, -0.16, 0.02], [-0.13, 0.22, -0.02], [-0.31, -0.12, 0.29], [0.34, 0.08, 0.14], [0.01, 0.00, 0.22], [0.12, 0.00, -0.22], [-0.03, 0.02, 0.17], [0.02, 0.03, -0.06], [-0.01, -0.10, 0.00], [-0.03, -0.15, 0.01], [-0.10, -0.01, -0.04], [-0.09, 0.04, -0.01], [-0.10, -0.01, 0.03], [-0.07, 0.08, -0.01], [0.07, 0.07, 0.00], [-0.01, -0.03, -0.05], [-0.02, -0.04, 0.06], [-0.03, 0.10, 0.03], [0.04, 0.05, 0.00], [-0.12, 0.04, -0.04], [-0.04, 0.03, 0.03], [0.00, -0.03, -0.04], [-0.02, 0.05, -0.03], [0.01, 0.03, 0.03], [-0.04, -0.04, -0.09], [0.03, 0.06, 0.05], [0.05, -0.02, 0.06], [0.03, -0.08, -0.02], [-0.02, -0.02, -0.06], [-0.06, 0.07, -0.02], [0.02, 0.06, -0.02], [-0.01, -0.06, 0.08], [-0.01, -0.06, 0.04], [-0.01, 0.04, 0.06]],
  "gap_ev": 8.22,
  "e_lumo_ev": 0.78,
  "homo_energy_ha": -0.2735,
  "e_above_lowest_kj_mol": 278.0,
  "smiles": "C=CCc1cc(C)ccc1OC[C@H](O)CN1CCN(c2ccccc2)CC1",
  "total_charge": 0
}